(1)
{"formula": "C5H8O2", "method": "wB97M-V/def2-TZVPD", "relative_energy_kcal_mol": 94.6, "fmax_ha_per_bohr": 0.1093, "orbital_gap_ev": 7.928, "symbols": ["C", "C", "C", "O", "C", "C", "O", "H", "H", "H", "H", "H", "H", "H", "H"], "positions_angstrom": [[0.02, 1.14, -1.08], [-0.33, 0.20, 0.05], [1.09, -0.69, 0.67], [1.76, -1.54, -0.20], [-1.39, 0.47, 1.00], [-1.14, -0.94, -0.22], [-1.46, -2.02, -0.52], [0.50, 2.02, -0.66], [-0.88, 1.46, -1.62], [0.67, 0.65, -1.81], [0.76, -1.27, 1.52], [1.67, 0.18, 0.98], [2.17, -1.02, -0.91], [-1.95, 1.39, 0.85], [-1.50, -0.02, 1.95]]}

=====

(2)
{"formula": "C19H38O17S5", "method": "wB97M-V/def2-TZVPD", "relative_energy_kcal_mol": 15.2, "fmax_ha_per_bohr": 0.0409, "orbital_gap_ev": 9.635, "symbols": ["C", "C", "O", "S", "O", "O", "O", "H", "H", "H", "H", "C", "C", "O", "S", "O", "O", "O", "H", "H", "H", "H", "O", "S", "O", "O", "C", "C", "C", "H", "H", "H", "H", "H", "H", "H", "H", "O", "S", "O", "O", "C", "C", "C", "H", "H", "H", "H", "H", "H", "H", "H", "O", "S", "O", "O", "C", "C", "C", "H", "H", "H", "H", "H", "H", "H", "H", "C", "C", "C", "C", "C", "C", "H", "H", "H", "H", "H", "H"], "positions_angstrom": [[-9.39, 14.68, -14.44], [-8.78, 14.41, -15.85], [-9.51, 13.29, -16.36], [-11.00, 13.51, -15.83], [-11.75, 12.34, -15.88], [-11.49, 14.71, -16.41], [-10.51, 13.80, -14.35], [-9.68, 15.73, -14.40], [-8.72, 14.46, -13.61], [-7.74, 14.10, -15.83], [-8.80, 15.28, -16.51], [-16.74, 9.61, -21.17], [-18.20, 9.35, -21.35], [-18.80, 9.46, -20.07], [-17.92, 10.35, -19.09], [-17.53, 9.56, -17.99], [-18.52, 11.60, -18.87], [-16.67, 10.54, -20.06], [-16.26, 10.11, -22.00], [-16.22, 8.71, -20.85], [-18.36, 8.39, -21.85], [-18.72, 10.00, -22.06], [-10.79, 11.99, -21.26], [-12.01, 11.45, -20.77], [-12.93, 10.93, -21.75], [-11.61, 10.37, -19.70], [-10.54, 9.47, -20.08], [-10.55, 8.23, -19.19], [-12.89, 12.58, -19.70], [-9.61, 10.00, -19.88], [-10.59, 9.25, -21.14], [-11.20, 7.46, -19.57], [-10.89, 8.61, -18.21], [-9.53, 7.97, -18.90], [-12.51, 12.24, -18.74], [-13.93, 12.34, -19.86], [-12.57, 13.59, -19.94], [-17.93, 5.94, -19.20], [-17.14, 5.58, -20.34], [-17.57, 5.82, -21.66], [-15.75, 6.31, -20.17], [-15.34, 6.63, -18.82], [-13.89, 7.14, -18.90], [-16.72, 3.87, -20.20], [-15.39, 5.79, -18.13], [-15.99, 7.41, -18.41], [-13.66, 7.67, -19.81], [-13.26, 6.27, -18.72], [-13.66, 7.73, -18.00], [-16.00, 3.82, -19.38], [-16.14, 3.64, -21.09], [-17.60, 3.27, -20.00], [-8.20, 8.09, -24.45], [-8.77, 9.23, -23.81], [-8.68, 9.40, -22.39], [-8.13, 10.47, -24.50], [-8.67, 11.78, -24.15], [-7.81, 12.80, -24.85], [-10.48, 9.31, -24.23], [-8.66, 11.91, -23.07], [-9.71, 11.77, -24.48], [-8.09, 12.85, -25.91], [-6.77, 12.49, -24.85], [-7.90, 13.81, -24.46], [-10.60, 9.32, -25.32], [-10.96, 10.19, -23.81], [-10.91, 8.39, -23.84], [-7.61, 3.17, -19.91], [-8.98, 2.95, -19.85], [-9.85, 3.92, -20.33], [-9.35, 5.12, -20.82], [-7.98, 5.34, -20.87], [-7.11, 4.41, -20.31], [-6.92, 2.40, -19.59], [-9.34, 2.09, -19.30], [-10.91, 3.70, -20.32], [-10.02, 5.92, -21.13], [-7.58, 6.34, -21.00], [-6.04, 4.57, -20.31]]}

=====

(3)
{"formula": "C3H5NO3", "method": "wB97M-V/def2-TZVPD", "relative_energy_kcal_mol": 23.2, "fmax_ha_per_bohr": 0.0129, "orbital_gap_ev": 10.975, "symbols": ["N", "C", "O", "C", "O", "C", "O", "H", "H", "H", "H", "H"], "positions_angstrom": [[-0.85, -1.09, -0.05], [-0.75, -0.16, 0.94], [-1.28, -0.23, 2.03], [0.17, 1.00, 0.57], [1.32, 0.51, -0.13], [1.17, 0.01, -1.36], [0.24, 0.20, -2.11], [-0.86, -0.75, -1.01], [-1.30, -1.96, 0.18], [-0.37, 1.76, -0.01], [0.56, 1.44, 1.49], [2.01, -0.66, -1.59]]}

=====

(4)
{"formula": "C9H17N4", "method": "wB97M-V/def2-TZVPD", "charge": 1, "relative_energy_kcal_mol": 18.9, "fmax_ha_per_bohr": 0.1040, "orbital_gap_ev": 10.136, "symbols": ["C", "C", "C", "C", "C", "N", "C", "C", "C", "N", "N", "C", "N", "H", "H", "H", "H", "H", "H", "H", "H", "H", "H", "H", "H", "H", "H", "H", "H", "H"], "positions_angstrom": [[-2.51, 0.33, 0.18], [-1.34, -0.55, 0.03], [-0.90, -0.85, 1.48], [-1.80, -1.91, -0.55], [-0.15, 0.00, -0.89], [-0.21, 1.49, -1.11], [1.03, 2.25, -0.96], [1.84, 1.91, 0.22], [2.05, 0.47, 0.14], [3.09, -0.24, 0.50], [2.85, -1.53, 0.50], [1.61, -1.66, 0.09], [1.08, -0.42, -0.11], [-3.17, -0.14, 0.92], [-3.20, 0.37, -0.67], [-2.23, 1.36, 0.40], [-0.63, 0.06, 1.92], [-1.82, -1.19, 1.97], [-0.16, -1.56, 1.42], [-1.84, -1.89, -1.61], [-2.83, -2.13, -0.05], [-1.06, -2.66, -0.28], [-0.03, -0.68, -1.83], [-1.03, 1.99, -0.76], [0.69, 3.21, -1.14], [1.58, 1.98, -1.98], [1.21, 2.13, 1.11], [2.74, 2.46, 0.29], [4.03, -0.01, 0.87], [1.12, -2.60, -0.11]]}

=====

(5)
{"formula": "C5H7N3O3", "method": "wB97M-V/def2-TZVPD", "relative_energy_kcal_mol": 132.9, "fmax_ha_per_bohr": 0.1451, "orbital_gap_ev": 7.928, "symbols": ["C", "N", "N", "O", "N", "C", "O", "C", "C", "C", "O", "H", "H", "H", "H", "H", "H", "H"], "positions_angstrom": [[0.89, -1.53, 1.47], [-0.16, -0.53, 1.25], [-1.23, -0.40, 1.99], [-1.21, -1.14, 3.01], [-0.28, 0.20, -0.15], [0.00, 1.58, -0.21], [0.07, 2.34, 0.96], [0.21, 1.99, -1.52], [-0.06, 0.76, -2.25], [-0.29, -0.27, -1.35], [-0.60, -1.57, -1.68], [0.76, -2.47, 0.83], [1.83, -1.03, 1.28], [0.99, -1.82, 2.57], [-0.23, 1.83, 1.60], [0.37, 3.02, -1.86], [-0.17, 0.59, -3.32], [-0.89, -1.54, -2.63]]}

=====

(6)
{"formula": "C34H71NO30PS", "method": "wB97M-V/def2-TZVPD", "charge": 1, "fmax_ha_per_bohr": 0.0530, "orbital_gap_ev": 8.756, "symbols": ["C", "C", "O", "O", "C", "C", "S", "C", "C", "C", "O", "P", "N", "H", "H", "H", "H", "H", "H", "H", "H", "H", "H", "H", "H", "H", "H", "H", "H", "H", "C", "O", "C", "O", "O", "C", "H", "H", "H", "H", "H", "H", "C", "O", "C", "O", "O", "C", "H", "H", "H", "H", "H", "H", "C", "O", "C", "O", "O", "C", "H", "H", "H", "H", "H", "H", "C", "O", "C", "O", "O", "C", "H", "H", "H", "H", "H", "H", "C", "O", "C", "O", "O", "C", "H", "H", "H", "H", "H", "H", "C", "O", "C", "O", "O", "C", "H", "H", "H", "H", "H", "H", "C", "O", "C", "O", "O", "C", "H", "H", "H", "H", "H", "H", "C", "O", "C", "O", "O", "C", "H", "H", "H", "H", "H", "H", "C", "O", "C", "O", "O", "C", "H", "H", "H", "H", "H", "H"], "positions_angstrom": [[4.43, -2.60, 2.64], [4.35, -4.09, 2.55], [5.27, -4.82, 2.23], [3.08, -4.63, 2.85], [2.32, -4.81, 1.67], [1.18, -5.74, 2.01], [-0.40, -4.86, 2.05], [-0.22, -3.33, 3.00], [-0.94, -2.16, 2.35], [-0.83, -2.16, 0.83], [-0.40, -1.01, 2.94], [-1.64, -6.25, 3.17], [-1.28, -7.65, 2.62], [3.81, -2.20, 3.42], [4.15, -2.19, 1.68], [5.45, -2.35, 2.87], [2.93, -5.30, 0.92], [1.99, -3.86, 1.25], [1.06, -6.51, 1.27], [1.35, -6.21, 2.96], [-0.68, -3.51, 3.96], [0.81, -3.10, 3.19], [-1.99, -2.19, 2.59], [-1.60, -2.83, 0.45], [-1.00, -1.18, 0.42], [0.15, -2.50, 0.53], [-1.14, -0.46, 3.19], [-1.22, -6.11, 4.50], [-2.98, -5.86, 3.01], [-2.09, -8.12, 2.23], [1.34, -4.75, -4.37], [0.83, -6.06, -4.11], [0.23, -6.21, -2.94], [0.08, -5.35, -2.11], [-0.19, -7.46, -2.85], [-0.87, -7.78, -1.63], [1.80, -4.78, -5.35], [0.53, -4.02, -4.37], [2.09, -4.47, -3.63], [-1.77, -7.17, -1.52], [-0.22, -7.64, -0.77], [-1.15, -8.83, -1.70], [1.84, 1.18, -1.41], [1.12, 2.22, -2.07], [-0.11, 1.92, -2.46], [-0.67, 0.86, -2.31], [-0.62, 3.00, -3.05], [-1.95, 2.85, -3.55], [2.81, 1.59, -1.17], [1.33, 0.87, -0.50], [1.96, 0.32, -2.08], [-2.64, 2.62, -2.74], [-1.99, 2.08, -4.32], [-2.22, 3.81, -3.99], [6.50, 2.07, 0.47], [6.22, 3.20, -0.35], [5.00, 3.22, -0.87], [4.15, 2.39, -0.69], [4.87, 4.32, -1.60], [3.59, 4.46, -2.23], [7.52, 2.18, 0.81], [5.83, 2.04, 1.33], [6.41, 1.15, -0.10], [2.81, 4.51, -1.48], [3.41, 3.63, -2.91], [3.61, 5.39, -2.79], [-7.83, -6.51, 2.17], [-6.47, -6.42, 1.74], [-6.33, -6.05, 0.47], [-7.21, -5.80, -0.30], [-5.02, -6.01, 0.19], [-4.72, -5.62, -1.15], [-7.80, -6.82, 3.22], [-8.33, -5.55, 2.09], [-8.36, -7.26, 1.59], [-5.09, -4.62, -1.36], [-5.14, -6.33, -1.86], [-3.63, -5.62, -1.24], [-5.10, 5.08, 1.64], [-4.43, 4.28, 0.66], [-3.44, 3.53, 1.14], [-3.08, 3.47, 2.29], [-2.90, 2.85, 0.13], [-1.80, 2.02, 0.51], [-5.87, 5.63, 1.12], [-5.56, 4.45, 2.40], [-4.41, 5.78, 2.10], [-2.11, 1.28, 1.24], [-0.99, 2.63, 0.90], [-1.45, 1.51, -0.38], [1.80, 1.29, -5.77], [2.47, 0.48, -6.73], [3.46, -0.25, -6.23], [3.79, -0.29, -5.08], [4.01, -0.94, -7.23], [5.10, -1.77, -6.83], [1.01, 1.82, -6.29], [1.35, 0.68, -4.99], [2.48, 2.02, -5.33], [4.77, -2.52, -6.11], [5.91, -1.18, -6.42], [5.44, -2.27, -7.74], [-10.97, 8.21, -0.59], [-10.32, 7.40, -1.57], [-9.33, 6.65, -1.10], [-8.96, 6.60, 0.04], [-8.81, 5.96, -2.12], [-7.73, 5.11, -1.73], [-11.75, 8.76, -1.11], [-11.42, 7.58, 0.18], [-10.27, 8.90, -0.13], [-8.07, 4.37, -1.01], [-6.91, 5.69, -1.32], [-7.39, 4.61, -2.63], [2.65, 9.48, 0.69], [1.33, 8.95, 0.61], [1.15, 8.07, -0.37], [1.99, 7.67, -1.14], [-0.10, 7.62, -0.32], [-0.36, 6.68, -1.37], [2.65, 10.18, 1.52], [3.37, 8.69, 0.88], [2.91, 10.01, -0.23], [0.33, 5.84, -1.31], [-0.29, 7.16, -2.34], [-1.38, 6.32, -1.22], [6.85, -3.19, 5.94], [7.74, -2.29, 6.61], [7.32, -1.03, 6.60], [6.31, -0.62, 6.09], [8.22, -0.30, 7.24], [7.91, 1.10, 7.31], [7.28, -4.18, 6.01], [5.87, -3.19, 6.43], [6.74, -2.91, 4.90], [6.97, 1.26, 7.85], [7.85, 1.53, 6.32], [8.72, 1.57, 7.86]]}

=====

What is the formula in the third record? C3H5NO3

=====

Which formula does entry 2 have? C19H38O17S5